No. 1
DFT (ωB97M-V/def2-TZVPD) results for a 3-piece molecular cluster, C17H25BF2O4Si overall.

- Gap between HOMO and LUMO: 9.8 eV
- Structure (SMILES): CCOB(O)[SiH2]OC[C@H](C)O.Fc1ccccc1.Fc1ccccc1
- Maximum force: 2.55 eV/Å
- LUMO level: 0.5 eV
- HOMO: -9.31 eV
- Energy: -1477.865293 hartree
- ΔE to the lowest compared entry with this formula, charge and spin: 20.5 kcal/mol

Structure (ORCA input):
```
! RIJCOSX wB97M-V def2-TZVPD def2/J DEFGRID3
* xyz 0 1
C -6.28981 1.59569 4.27780
C -5.27120 1.83403 5.45997
O -4.06690 1.07074 5.30099
B -3.12577 1.70612 4.44762
O -3.42302 2.84040 3.65070
Si -1.30721 0.92115 4.48510
O -0.24051 1.65611 3.35481
C 0.98857 0.89128 3.40405
C 1.36970 0.36285 1.97319
C 0.25818 -0.54756 1.36448
O 2.55698 -0.42776 2.18117
H -5.79519 1.49694 3.29343
H -6.78929 0.62711 4.49424
H -7.00712 2.44056 4.29736
H -5.78094 1.43165 6.36633
H -5.09329 2.91090 5.66070
H -4.00897 2.62102 2.92268
H -1.44217 -0.49123 4.08466
H -0.84131 1.05758 5.88534
H 1.81872 1.45829 3.86790
H 0.80006 -0.03880 4.00388
H 1.58233 1.26282 1.35879
H 0.25772 -0.38645 0.26628
H -0.75676 -0.30144 1.74258
H 0.45304 -1.60480 1.62332
H 3.06348 -0.30068 1.37656
F -2.02376 -1.00383 -1.55191
C -1.22158 -1.91381 -2.13224
C -0.07426 -1.49099 -2.78014
C 0.75720 -2.43156 -3.37509
C 0.42661 -3.78110 -3.32400
C -0.73116 -4.19130 -2.67386
C -1.55876 -3.25383 -2.06896
H 0.16180 -0.43423 -2.81601
H 1.65918 -2.11469 -3.87776
H 1.07342 -4.51300 -3.79192
H -0.99001 -5.24191 -2.63769
H -2.45989 -3.55594 -1.55065
F 3.03614 -1.40276 -5.51920
C 3.72866 -0.29262 -5.19972
C 3.49803 0.32386 -3.98236
C 4.21676 1.46591 -3.65336
C 5.14783 1.98264 -4.54716
C 5.36522 1.35517 -5.76808
C 4.65584 0.20708 -6.09599
H 2.76325 -0.08866 -3.30223
H 4.05064 1.95312 -2.70099
H 5.70425 2.87561 -4.29061
H 6.08742 1.76021 -6.46534
H 4.81787 -0.29985 -7.03866
*
```

***

No. 2
DFT (ωB97M-V/def2-TZVPD) results for an isolated ion of composition C17H25BF5O4Si and charge -1.

- Gap between HOMO and LUMO: 6.9 eV
- Maximum force: 5.65 eV/Å
- LUMO level: 2.1 eV
- HOMO: -4.76 eV
- Energy: -1777.051532 hartree

Structure (ORCA input):
```
! RIJCOSX wB97M-V def2-TZVPD def2/J DEFGRID3
* xyz -1 1
C -2.55417 -2.05518 -3.34396
Si -2.66408 -0.74013 -1.94102
C -4.52945 -0.16614 -1.71899
C -2.11777 -1.39232 -0.19179
C -0.83648 -2.41796 -0.23011
C -0.16298 -2.38673 1.30065
F 0.53634 -3.64857 1.63210
F -1.35596 -2.32668 2.22651
C 0.68665 -1.01650 1.57601
O 0.56475 -0.83952 3.03578
B 1.71601 -0.02657 3.47737
C 1.17471 1.51896 3.30799
O 1.86189 2.50118 4.16921
C 0.91945 3.46197 4.77140
F 0.06110 4.14785 3.73786
F 0.05695 2.83529 5.84210
F 1.69646 4.53556 5.48653
O 2.83998 -0.50988 2.63366
C 2.30003 -0.95453 1.32151
C 3.06916 -2.13477 0.48747
C 3.99968 -1.51866 -0.74963
O 3.14209 -0.93704 -1.81456
C -1.62561 0.86646 -2.26312
C -2.36143 2.32237 -2.62172
C -1.46267 3.70468 -2.85273
C 0.17999 3.54105 -2.70276
C 0.91807 2.10181 -2.38768
C 0.01525 0.74146 -2.16843
H -1.53350 -2.64136 -3.23373
H -3.47766 -2.79174 -3.18920
H -2.62954 -1.52158 -4.40200
H -5.20342 -1.13181 -1.81053
H -4.66668 0.21621 -0.60414
H -4.81296 0.66666 -2.49626
H -1.87736 -0.48015 0.53043
H -3.03587 -1.98366 0.27799
H -0.01310 -2.14856 -1.01890
H -1.23096 -3.51320 -0.45944
H 0.23603 -0.07746 1.02415
H 1.80608 -0.13789 4.64460
H 1.24085 1.89496 2.17880
H 0.02745 1.53239 3.63439
H 2.51725 0.00493 0.64515
H 3.85204 -2.62846 1.24225
H 2.37603 -2.93700 -0.00615
H 4.52238 -2.46227 -1.24483
H 4.84220 -0.79921 -0.36850
H 2.97962 -1.69088 -2.46112
H -3.54336 2.43081 -2.72571
H -1.99888 4.73741 -3.07931
H 0.88172 4.49049 -2.83671
H 2.09138 2.03278 -2.31243
H 0.58229 -0.26892 -1.94843
*
```

***

No. 3
DFT (ωB97M-V/def2-TZVPD) results for a single C17H25BrN2O2 molecule.

- Gap between HOMO and LUMO: 9.2 eV
- Structure (SMILES): CN1CCN(C(=O)COc2ccc(C(C)(C)C)cc2Br)CC1
- Maximum force: 0.57 eV/Å
- LUMO level: 0.7 eV
- HOMO: -8.50 eV
- Energy: -3496.798836 hartree

Structure (ORCA input):
```
! RIJCOSX wB97M-V def2-TZVPD def2/J DEFGRID3
* xyz 0 1
C 1.28585 -0.02721 -5.91002
N 1.03177 0.09618 -4.49208
C 1.58634 -1.01263 -3.73986
C 1.16046 -0.91080 -2.27405
N 1.59640 0.35495 -1.72900
C 2.48882 0.56648 -0.74736
O 2.91012 1.67449 -0.46266
C 2.95545 -0.65414 0.05816
O 1.92022 -1.52364 0.45435
C 0.89268 -1.02414 1.19388
C 0.84629 0.22424 1.79989
C -0.26460 0.59878 2.53373
C -1.36471 -0.23713 2.69915
C -2.56094 0.23398 3.51013
C -3.14444 1.49031 2.84821
C -2.10023 0.56265 4.93694
C -3.66614 -0.82184 3.59470
C -1.31652 -1.48544 2.08960
C -0.21146 -1.85776 1.35273
Br -0.16802 -3.55188 0.48836
C 1.09873 1.47987 -2.49572
C 1.52640 1.35055 -3.95483
H 2.35987 -0.02218 -6.15345
H 0.85179 -0.95923 -6.26849
H 0.80789 0.80216 -6.42884
H 1.20308 -1.94616 -4.15685
H 2.69130 -1.03136 -3.79852
H 1.56892 -1.74867 -1.71480
H 0.06658 -0.95008 -2.22074
H 3.51322 -0.27839 0.92488
H 3.63039 -1.26543 -0.54874
H 1.66812 0.91394 1.69705
H -0.25891 1.57896 2.98391
H -4.01098 1.83782 3.40622
H -2.41580 2.29532 2.81416
H -3.45614 1.26888 1.82958
H -1.66101 -0.31699 5.40265
H -2.94811 0.88403 5.53770
H -1.35954 1.35717 4.94216
H -4.05223 -1.06630 2.60790
H -3.30550 -1.72926 4.07337
H -4.49057 -0.43445 4.18946
H -2.13352 -2.18261 2.16882
H 1.49787 2.39380 -2.05430
H 0.00564 1.48390 -2.43684
H 1.09713 2.17253 -4.53127
H 2.62805 1.41676 -4.01926
*
```

***

Copy entry 1 word for word.
DFT (ωB97M-V/def2-TZVPD) results for a 3-piece molecular cluster, C17H25BF2O4Si overall.

- Gap between HOMO and LUMO: 9.8 eV
- Structure (SMILES): CCOB(O)[SiH2]OC[C@H](C)O.Fc1ccccc1.Fc1ccccc1
- Maximum force: 2.55 eV/Å
- LUMO level: 0.5 eV
- HOMO: -9.31 eV
- Energy: -1477.865293 hartree
- ΔE to the lowest compared entry with this formula, charge and spin: 20.5 kcal/mol

Structure (ORCA input):
```
! RIJCOSX wB97M-V def2-TZVPD def2/J DEFGRID3
* xyz 0 1
C -6.28981 1.59569 4.27780
C -5.27120 1.83403 5.45997
O -4.06690 1.07074 5.30099
B -3.12577 1.70612 4.44762
O -3.42302 2.84040 3.65070
Si -1.30721 0.92115 4.48510
O -0.24051 1.65611 3.35481
C 0.98857 0.89128 3.40405
C 1.36970 0.36285 1.97319
C 0.25818 -0.54756 1.36448
O 2.55698 -0.42776 2.18117
H -5.79519 1.49694 3.29343
H -6.78929 0.62711 4.49424
H -7.00712 2.44056 4.29736
H -5.78094 1.43165 6.36633
H -5.09329 2.91090 5.66070
H -4.00897 2.62102 2.92268
H -1.44217 -0.49123 4.08466
H -0.84131 1.05758 5.88534
H 1.81872 1.45829 3.86790
H 0.80006 -0.03880 4.00388
H 1.58233 1.26282 1.35879
H 0.25772 -0.38645 0.26628
H -0.75676 -0.30144 1.74258
H 0.45304 -1.60480 1.62332
H 3.06348 -0.30068 1.37656
F -2.02376 -1.00383 -1.55191
C -1.22158 -1.91381 -2.13224
C -0.07426 -1.49099 -2.78014
C 0.75720 -2.43156 -3.37509
C 0.42661 -3.78110 -3.32400
C -0.73116 -4.19130 -2.67386
C -1.55876 -3.25383 -2.06896
H 0.16180 -0.43423 -2.81601
H 1.65918 -2.11469 -3.87776
H 1.07342 -4.51300 -3.79192
H -0.99001 -5.24191 -2.63769
H -2.45989 -3.55594 -1.55065
F 3.03614 -1.40276 -5.51920
C 3.72866 -0.29262 -5.19972
C 3.49803 0.32386 -3.98236
C 4.21676 1.46591 -3.65336
C 5.14783 1.98264 -4.54716
C 5.36522 1.35517 -5.76808
C 4.65584 0.20708 -6.09599
H 2.76325 -0.08866 -3.30223
H 4.05064 1.95312 -2.70099
H 5.70425 2.87561 -4.29061
H 6.08742 1.76021 -6.46534
H 4.81787 -0.29985 -7.03866
*
```

***

Question: What is the LUMO level in the third record?
Answer: 0.7 eV

***

Question: The lowest energy belongs to which entry?
Answer: C17H25BrN2O2

***

Question: Among the records above, which one has the lowest HOMO?
Answer: C17H25BF2O4Si